17
Properties=species:S:1:pos:R:3:forces:R:3:nbo_charge:R:1 method="wB97M-V/def2-TZVPD" gap_ev=10.821 lumo_energy_ha=-0.1472 e_homo_ev=-14.827 total_charge=+1 e_tot_ev=-9319.700 fmax_ha_per_bohr=0.1119 de_lowest_kcal_mol=60.1
C -0.379 -0.429 2.657 -1.419 -2.021 -0.746 -0.45
N -0.485 -0.029 1.165 1.988 -1.487 1.180 -0.52
C -1.631 0.405 0.723 -0.574 5.688 -0.652 0.36
N -1.749 1.162 -0.478 0.694 -3.223 3.962 -0.74
H -1.510 -0.201 2.907 2.894 0.259 1.104 0.23
H -0.420 -1.604 2.765 0.501 2.205 -0.603 0.24
H 0.650 -0.092 3.156 -2.934 -0.020 -0.952 0.28
H 0.451 -0.156 0.628 -2.625 0.644 0.371 0.47
H -2.404 0.879 1.493 1.238 -2.332 -1.306 0.25
H -0.904 0.963 -0.963 0.542 0.269 -1.886 0.43
H -2.665 1.215 -0.871 -0.277 0.120 -0.514 0.42
H 2.405 -1.858 -1.909 0.337 -0.439 -0.293 0.49
H 2.728 -1.545 -3.422 0.525 -0.566 -0.589 0.51
O 2.314 -1.237 -2.632 -0.834 0.983 0.944 -0.97
H 0.989 1.477 -2.009 -0.442 2.348 -1.221 0.48
H 1.582 0.195 -1.890 -0.968 0.467 1.526 0.52
O 1.028 0.857 -1.322 1.354 -2.896 -0.326 -1.01



16
Properties=species:S:1:pos:R:3:forces:R:3:mulliken_spin:R:1 method="wB97M-V/def2-TZVPD" multiplicity=2 gap_ev="3.219 / 8.581" lumo_energy_ha="0.1374 / 0.1296" e_homo_ev="0.518 / -5.055" total_charge=-1 e_tot_ev=-11435.045 fmax_ha_per_bohr=0.0637 de_lowest_kcal_mol=18.8
O -1.782 -2.224 2.381 0.961 0.723 0.409 0.09
C -0.798 -1.442 2.552 -2.410 -2.023 -0.905 0.44
H -0.977 -0.606 3.226 0.857 0.425 -0.028 -0.04
H 0.097 -1.730 1.986 0.462 0.855 0.436 0.01
H -1.353 2.432 1.404 -0.395 0.142 -0.156 -0.14
H -0.191 3.489 1.542 -0.432 -0.112 -0.120 -0.07
O -0.420 2.552 1.575 0.846 -0.064 0.301 0.39
H 0.588 1.686 -2.095 0.264 0.206 -0.052 -0.04
H 0.116 0.470 -1.379 0.552 -0.232 0.183 -0.01
O 0.942 0.974 -1.552 -0.650 -0.019 -0.170 0.20
H -2.148 -0.649 -1.309 0.122 0.538 0.160 -0.09
H -1.296 -1.813 -1.574 0.545 -0.150 0.003 0.00
O -1.253 -0.849 -1.629 -0.676 -0.271 -0.099 0.18
H 2.533 -0.068 -1.928 0.158 -0.225 0.124 -0.01
H 2.735 -1.445 -1.345 0.043 -0.009 0.020 -0.03
O 3.205 -0.778 -1.856 -0.248 0.218 -0.106 0.11



94
Properties=species:S:1:pos:R:3:forces:R:3:mulliken_charge:R:1 method="wB97M-V/def2-TZVPD" gap_ev=7.480 lumo_energy_ha=-0.0674 e_homo_ev=-9.316 e_tot_ev=-287595.632 fmax_ha_per_bohr=0.0317
C 3.183 -3.431 -0.368 -0.342 -0.437 -0.411 -0.64
O 1.979 -3.709 -1.068 0.151 0.372 0.185 -0.49
C 1.038 -2.645 -0.953 0.077 -0.410 -0.445 -0.10
C 0.561 -2.264 -2.341 -0.261 -0.153 -0.099 -0.89
C -0.663 -1.348 -2.366 0.720 0.629 0.327 -0.22
C -0.350 0.159 -2.180 -1.103 -1.163 0.304 1.39
C 0.476 0.620 -3.398 0.616 0.636 0.425 -0.97
C 1.801 1.351 -3.127 -0.030 -0.333 -0.420 -1.20
C 2.871 0.498 -2.457 0.095 0.529 0.415 0.44
Br 3.905 1.560 -1.158 -0.052 -0.199 -0.176 -0.21
O 0.314 0.289 -0.916 0.951 0.447 -0.130 -0.85
C -0.445 0.908 0.104 0.073 -0.020 -1.095 1.38
S -1.326 -0.400 1.073 -0.274 0.119 0.065 0.32
C 0.579 1.760 0.894 -0.543 0.046 0.835 -0.65
Br 0.622 3.595 0.235 0.220 -0.078 -0.233 -0.14
C 0.404 1.662 2.423 1.149 0.452 0.022 0.07
C 1.096 0.394 2.950 -0.800 0.158 -0.377 -0.90
Br 1.345 3.162 3.326 -0.524 -0.176 0.070 -0.13
C -1.590 1.638 -0.616 -0.439 -0.145 0.503 -1.75
C -1.637 1.019 -2.010 -0.111 0.334 -0.854 -0.31
C -2.978 0.458 -2.545 0.262 0.127 1.145 -0.97
C -3.900 -0.250 -1.559 -0.524 -0.439 -0.749 -0.72
O -3.693 -1.656 -1.455 0.338 -0.085 -0.121 -0.55
H 3.789 -4.326 -0.433 0.133 -0.176 0.080 0.29
H 2.972 -3.211 0.675 0.117 0.135 0.234 0.28
H 3.737 -2.620 -0.840 0.014 0.269 0.065 0.23
H 0.178 -3.007 -0.389 -0.102 -0.023 0.267 0.27
H 1.481 -1.800 -0.437 0.064 0.196 0.170 0.22
H 0.271 -3.198 -2.818 0.009 -0.250 -0.102 0.43
H 1.398 -1.892 -2.924 0.149 0.180 -0.124 0.10
H -1.163 -1.433 -3.324 -0.223 -0.247 -0.136 -0.25
H -1.310 -1.662 -1.555 -0.446 -0.050 -0.054 0.27
H 0.684 -0.195 -4.081 -0.033 -0.405 0.011 0.36
H -0.140 1.313 -3.960 -0.129 0.095 -0.219 0.53
H 1.637 2.285 -2.608 -0.111 0.099 0.432 0.40
H 2.194 1.632 -4.100 0.034 0.205 -0.192 0.55
H 3.602 0.109 -3.149 0.112 -0.046 -0.170 0.48
H 2.470 -0.309 -1.874 -0.205 -0.239 0.238 -0.68
H -0.532 -1.459 0.888 0.232 0.240 0.023 0.08
H 1.553 1.355 0.683 0.410 0.036 -0.319 0.34
H -0.623 1.747 2.736 -0.231 0.100 0.048 0.57
H 0.470 -0.054 3.709 0.060 -0.167 0.314 0.24
H 1.165 -0.308 2.131 0.228 -0.336 -0.038 0.03
H 2.077 0.617 3.335 0.251 -0.033 0.062 0.53
H -1.469 2.702 -0.741 0.435 0.105 0.241 0.42
H -2.483 1.545 -0.004 -0.314 -0.197 -0.203 0.39
H -1.481 1.879 -2.653 0.148 0.094 -0.217 0.89
H -2.792 -0.195 -3.391 -0.053 -0.038 -0.316 0.16
H -3.535 1.312 -2.912 -0.148 0.178 -0.192 0.54
H -4.922 -0.101 -1.915 -0.165 0.109 0.004 0.34
H -3.862 0.165 -0.561 0.199 -0.015 0.247 0.23
H -3.476 -1.978 -2.345 -0.169 0.089 0.379 0.38
C 4.211 7.443 5.110 0.076 0.250 0.079 -0.95
C 3.435 6.352 5.173 0.279 0.000 -0.263 0.39
C 2.292 6.249 6.143 -0.236 0.285 0.402 1.07
O 1.621 5.236 6.136 0.116 -0.139 -0.155 -0.55
C 2.052 7.367 7.046 -0.076 -0.221 -0.074 -1.08
C 2.830 8.454 6.982 -0.293 -0.007 0.272 0.37
C 3.956 8.567 5.997 0.269 -0.302 -0.418 1.07
O 4.608 9.595 5.989 -0.099 0.127 0.186 -0.62
O 2.666 9.508 7.777 0.202 0.071 -0.152 -0.57
O 3.620 5.298 4.390 -0.228 -0.075 0.187 -0.56
H 5.034 7.529 4.415 -0.010 -0.025 -0.020 0.43
H 1.238 7.277 7.751 -0.002 0.022 0.003 0.42
H 3.358 10.148 7.517 -0.029 -0.018 0.006 0.36
H 2.926 4.646 4.620 0.168 0.122 0.045 0.10
C -0.551 -1.926 -7.351 -0.203 0.046 0.218 -1.11
C 0.406 -2.568 -8.034 -0.082 0.366 -0.119 0.43
C 0.830 -3.966 -7.682 -0.106 -0.427 0.390 1.00
O 1.693 -4.488 -8.360 0.057 0.188 -0.159 -0.62
C 0.188 -4.616 -6.549 0.180 -0.027 -0.182 -0.86
C -0.766 -3.973 -5.865 0.095 -0.348 0.111 0.25
C -1.206 -2.585 -6.233 0.163 0.391 -0.383 1.10
O -2.089 -2.068 -5.571 -0.078 -0.133 0.236 -0.66
O -1.389 -4.508 -4.820 -0.111 0.246 -0.023 -0.63
O 1.044 -2.025 -9.062 0.108 -0.250 0.026 -0.58
H -0.864 -0.921 -7.596 0.009 -0.003 -0.030 0.48
H 0.511 -5.615 -6.293 -0.019 -0.002 0.022 0.44
H -2.031 -3.839 -4.515 0.015 -0.052 -0.018 0.34
H 1.680 -2.701 -9.373 -0.022 0.030 -0.005 0.37
C -2.275 -4.450 4.004 0.082 0.162 -0.188 -1.20
C -3.019 -4.841 5.046 0.290 -0.237 -0.120 0.38
C -4.145 -4.001 5.576 -0.267 0.532 -0.099 1.10
O -4.787 -4.433 6.515 0.115 -0.220 0.059 -0.62
C -4.404 -2.717 4.943 -0.064 -0.191 0.205 -0.82
C -3.659 -2.323 3.902 -0.288 0.286 0.082 0.22
C -2.549 -3.177 3.357 0.219 -0.463 0.080 0.66
O -1.924 -2.764 2.398 -0.116 -0.057 0.094 -0.31
O -3.847 -1.161 3.287 0.230 -0.202 -0.111 -0.67
O -2.823 -5.989 5.682 -0.208 0.098 0.134 -0.58
H -1.465 -5.049 3.613 -0.010 -0.023 0.009 0.45
H -5.206 -2.113 5.342 -0.001 0.020 -0.025 0.47
H -3.183 -1.107 2.570 -0.060 0.069 0.009 0.19
H -3.498 -6.025 6.389 0.022 -0.008 -0.028 0.36